(1)
DFT (wB97M-V/def2-TZVPD) results for a cluster of 6 separate species, C6H22IO8 in total.

Calculated values
**Kohn-Sham gap**: 8.18 eV
**Total charge**: -1
**LUMO level**: 2.795 eV
**E_HOMO**: -5.38 eV

```
37
C6H22IO8 | OMol25 | wB97M-V/def2-TZVPD
I -0.86 -1.11 -1.18
O -1.00 -4.87 -0.50
H -1.01 -3.94 -0.72
H -0.31 -5.24 -1.05
O 0.72 -1.01 -4.38
H 0.33 -0.68 -3.56
H 0.94 -1.92 -4.19
C 0.65 -3.97 2.36
C -0.79 -3.59 2.62
O -0.97 -2.17 2.36
O 1.60 -3.45 3.27
H 1.02 -3.59 1.41
H 0.74 -5.05 2.26
H -1.10 -3.91 3.62
H -1.57 -4.11 2.06
H -0.96 -1.96 1.42
H 2.30 -3.04 2.75
C -1.64 2.72 -3.42
C -0.37 3.34 -2.80
O 0.58 2.32 -2.52
O -2.39 1.93 -2.49
H -1.43 2.22 -4.36
H -2.26 3.58 -3.67
H -0.73 3.74 -1.85
H 0.03 4.12 -3.44
H 0.34 1.61 -1.91
H -1.86 1.15 -2.29
C 0.74 1.91 2.13
C 1.25 3.37 2.41
O 2.06 3.88 1.44
O -0.26 1.86 1.15
H 0.27 1.49 3.02
H 1.54 1.19 1.95
H 1.82 3.25 3.33
H 0.40 4.03 2.52
H 2.35 4.75 1.73
H -0.17 1.15 0.50
```

=====

(2)
DFT (wB97M-V/def2-TZVPD) results for a cluster of 4 separate species, C6H22N2O3 in total.

Calculated values
**Kohn-Sham gap**: 8.50 eV
**SMILES string**: CN[C@H](C)CN(C)C.O.O.O
**Total charge**: 0
**LUMO level**: 0.159 eV
**E_HOMO**: -8.34 eV

```
33
C6H22N2O3 | OMol25 | wB97M-V/def2-TZVPD
C -1.65 0.03 2.79
N -0.97 -0.06 1.51
C -1.58 0.51 0.34
C -2.81 -0.24 -0.14
C -0.44 0.58 -0.76
N 0.22 1.93 -0.77
C 1.07 2.21 0.37
C 0.90 1.99 -2.07
H -2.42 -0.80 2.91
H -2.03 1.07 2.88
H -0.97 -0.26 3.59
H -0.56 -0.98 1.44
H -1.84 1.54 0.62
H -2.67 -1.30 -0.26
H -3.63 -0.02 0.56
H -3.32 0.07 -1.06
H 0.35 -0.21 -0.75
H -1.03 0.54 -1.67
H 0.42 1.85 1.20
H 2.00 1.59 0.34
H 1.21 3.26 0.60
H 1.05 3.05 -2.24
H 1.90 1.56 -2.09
H 0.39 1.59 -2.96
O 0.66 -2.81 0.77
H 0.20 -2.91 1.64
H 0.25 -3.62 0.43
O 1.14 -2.45 -2.11
H 1.13 -1.61 -2.57
H 1.41 -2.43 -1.19
O 2.65 -0.42 0.01
H 2.50 0.52 0.27
H 2.24 -1.00 0.66
```

=====

(3)
DFT (wB97M-V/def2-TZVPD) results for a structure of composition C6H22N8O6Zn.

Calculated values
**Kohn-Sham gap**: 11.01 eV
**Total charge**: +2
**LUMO level**: -4.849 eV
**E_HOMO**: -15.86 eV

```
43
C6H22N8O6Zn | OMol25 | wB97M-V/def2-TZVPD
Zn -0.14 -0.15 0.46
C 0.22 -3.26 -0.11
O 0.17 -2.08 0.25
N -0.68 -4.18 0.38
N 1.23 -3.82 -0.82
H -1.40 -3.91 1.03
H -0.49 -5.16 0.42
H 1.22 -4.82 -0.87
H 1.86 -3.25 -1.35
C -1.95 0.12 -2.14
O -1.38 -0.24 -1.10
N -2.09 1.43 -2.44
N -2.39 -0.75 -3.08
H -2.64 1.76 -3.21
H -1.74 2.04 -1.71
H -2.93 -0.33 -3.82
H -2.48 -1.75 -3.07
C -0.60 3.00 1.09
O -0.77 1.82 0.73
N -1.63 3.88 1.12
N 0.61 3.53 1.43
H -1.25 4.81 1.18
H -2.53 3.67 0.75
H 0.71 4.14 2.23
H 1.47 3.07 1.20
C 2.01 0.63 -1.82
O 1.35 0.22 -0.85
N 2.02 -0.01 -3.00
N 2.75 1.78 -1.79
H 2.51 0.33 -3.81
H 1.53 -0.89 -3.05
H 3.01 2.16 -2.68
H 2.87 2.25 -0.92
C 0.94 -0.84 3.02
C -0.54 -0.63 3.32
O -1.35 -0.76 2.13
O 1.26 0.14 1.98
H 1.20 -1.83 2.64
H 1.56 -0.66 3.89
H -0.73 0.31 3.84
H -0.73 -1.48 3.98
H -2.25 -0.66 2.47
H 2.18 0.38 2.12
```

=====

(4)
DFT (wB97M-V/def2-TZVPD) results for a cluster of 5 separate species, C6H22NO4S in total.

Calculated values
**Kohn-Sham gap**: 6.13 eV
**Total charge**: -1
**LUMO level**: 2.888 eV
**E_HOMO**: -3.25 eV

```
34
C6H22NO4S | OMol25 | wB97M-V/def2-TZVPD
C 0.51 -1.89 2.25
C 0.77 -0.40 2.59
S -0.23 0.28 4.02
C -0.89 -2.06 1.42
N -0.74 -2.51 0.04
C -0.22 -1.51 -0.93
C -1.23 -1.34 -2.03
C -0.83 -0.31 -3.07
H 1.35 -2.53 2.00
H 0.22 -2.29 3.21
H 1.87 -0.27 2.86
H 0.65 0.21 1.71
H -1.28 -1.07 1.64
H -1.55 -2.74 2.00
H -0.13 -3.30 0.17
H -0.08 -0.62 -0.23
H 0.77 -1.67 -1.42
H -1.39 -2.30 -2.56
H -2.09 -0.97 -1.45
H 0.22 -0.02 -2.95
H -1.00 -0.55 -4.15
H -1.44 0.65 -3.00
H 2.66 1.38 -1.80
H 2.70 0.53 -3.04
O 3.04 1.36 -2.70
H 0.28 3.50 1.94
H -0.26 2.15 2.56
O 0.12 2.57 1.72
H 0.56 1.74 -0.90
H 1.34 1.85 0.56
O 1.36 1.86 -0.40
H -1.67 2.82 0.48
H -1.43 3.79 -0.66
O -1.99 3.67 0.12
```

=====

(5)
DFT (wB97M-V/def2-TZVPD) results for a cluster of 5 separate species, C6H22NO5 in total.

Calculated values
**Kohn-Sham gap**: 7.98 eV
**Total charge**: -1
**LUMO level**: 3.487 eV
**E_HOMO**: -4.49 eV

```
34
C6H22NO5 | OMol25 | wB97M-V/def2-TZVPD
C -0.26 1.36 -2.73
C 0.84 1.94 -1.77
N 0.67 1.22 -0.46
C 1.26 1.97 0.77
C 0.01 2.59 1.47
C 1.30 -0.09 -0.54
C 1.16 -1.08 0.72
O 0.34 -2.11 0.49
H -1.25 1.54 -2.29
H -0.10 1.72 -3.75
H -0.14 0.21 -2.77
H 0.82 2.99 -1.62
H 1.93 1.64 -2.21
H 1.74 1.36 1.48
H 2.00 2.79 0.49
H -0.22 2.11 2.33
H -0.78 2.55 0.73
H 0.10 3.58 1.72
H 2.50 -0.10 -0.77
H 0.75 -0.54 -1.37
H 2.27 -1.21 0.98
H 0.63 -0.54 1.63
H -2.50 -0.22 -0.46
H -1.53 0.65 0.14
O -2.41 0.56 0.04
H -2.47 -1.57 1.54
H -1.26 -2.43 1.76
O -2.18 -2.21 2.16
H -2.10 -2.77 -1.15
H -1.10 -1.95 -0.38
O -1.86 -1.82 -1.17
H 0.41 -3.38 1.95
H 1.03 -4.45 1.14
O 0.43 -4.32 1.91
```

=====

(6)
DFT (wB97M-V/def2-TZVPD) results for a cluster of 4 separate species, C6H23ClN2O3PS3 in total.

Calculated values
**Kohn-Sham gap**: 5.44 eV
**Total charge**: +1
**LUMO level**: -5.173 eV
**E_HOMO**: -10.61 eV

```
39
C6H23ClN2O3PS3 | OMol25 | wB97M-V/def2-TZVPD
N -1.60 2.30 -2.62
P -2.41 1.00 -2.89
N -4.19 1.40 -3.12
Cl -5.25 0.66 -1.95
H -2.13 3.16 -2.61
H -2.37 0.11 -1.79
H -1.92 0.35 -4.05
H -4.56 1.17 -4.05
H -4.28 2.41 -2.97
C 3.58 -0.10 -0.50
S 2.31 1.15 -0.27
O 1.38 0.65 0.78
C 1.47 0.88 -1.84
H 4.19 -0.13 0.39
H 3.12 -1.07 -0.66
H 4.20 0.17 -1.36
H 1.15 -0.16 -1.90
H 2.15 1.12 -2.67
H 0.62 1.55 -1.87
C 3.59 -4.98 0.94
S 3.61 -3.24 1.43
O 4.78 -2.62 0.75
C 4.09 -3.54 3.13
H 3.36 -5.02 -0.12
H 4.58 -5.41 1.12
H 2.83 -5.50 1.51
H 5.04 -4.07 3.16
H 3.31 -4.11 3.64
H 4.20 -2.57 3.62
C -2.46 3.20 2.13
S -3.05 2.20 0.76
O -3.58 3.12 -0.30
C -4.48 1.53 1.63
H -1.58 3.75 1.78
H -3.24 3.90 2.43
H -2.18 2.55 2.95
H -5.12 2.35 1.97
H -4.14 0.95 2.49
H -5.03 0.89 0.95
```